DFT (ωB97M-V with the def2-TZVPD basis set) results for 2 unconnected molecules or ions with the total composition C2H4FIO in a non-equilibrium geometry.

Structure (XYZ):
```
9
Properties=species:S:1:pos:R:3
C 0.2012 -0.9385 0.0053
C -1.8583 0.1291 0.1544
O -1.2045 -1.0259 0.0963
F -0.9694 3.2662 -0.1071
I -3.9518 -0.2837 0.0253
H 0.6726 -1.7408 -0.7413
H 0.8236 -1.3456 0.9549
H 0.4331 0.0749 -0.2710
H -1.4840 2.4020 -0.0809
```

Results
LUMO energy (eV): -0.55
Frontier orbital gap (eV): 9.04

Atom charges from the Mulliken analysis, given in e for atoms 1 to 4: -0.52, -0.22, -0.08, -0.41

DFT (ωB97M-V with the def2-TZVPD basis set) results for 10 unconnected molecules or ions with the total composition C69H162N10O17 in a non-equilibrium geometry.

Structure (XYZ):
```
258
Properties=species:S:1:pos:R:3
C 4.9869 -2.4291 3.3887
C 4.6906 -3.9120 3.6942
C 6.0116 -4.6637 3.6549
C 4.1179 -4.0467 5.1688
C 3.5202 -5.4024 5.4742
C 2.3529 -5.6503 4.4071
C 2.8208 -5.5750 2.9216
C 3.5872 -6.8752 2.6491
C 1.5678 -5.6015 2.1226
N 3.6499 -4.3906 2.7321
O 4.0310 -4.2281 1.3988
H 5.9491 -2.2475 2.9097
H 4.2333 -2.0171 2.7175
H 5.0312 -1.8795 4.3290
H 6.3192 -4.8249 2.6217
H 6.7384 -4.0666 4.2057
H 6.0881 -5.6433 4.1266
H 4.9918 -4.0697 5.8198
H 3.4405 -3.2426 5.4563
H 4.2296 -6.2284 5.4243
H 3.1079 -5.4702 6.4810
H 1.6918 -4.8026 4.5871
H 1.8935 -6.6032 4.6697
H 2.9303 -7.7273 2.8241
H 4.5044 -6.8758 3.2381
H 3.9741 -6.9363 1.6319
H 0.9782 -4.7003 2.2909
H 0.9083 -6.4307 2.3789
H 1.7998 -5.6001 1.0576
H 3.6993 -3.3526 1.1866
C -1.7269 -4.8427 6.4136
C -1.6732 -3.6983 7.4560
C -1.7840 -4.2396 8.8660
C -0.2308 -3.1672 7.3183
C 0.0267 -2.2769 6.1195
C -1.0046 -1.1653 6.1715
C -2.4821 -1.5597 6.1763
C -3.2475 -0.2822 6.5088
C -2.9708 -2.1770 4.8340
N -2.6157 -2.5251 7.3361
O -3.9168 -2.7136 7.8203
H -1.3331 -4.5604 5.4372
H -1.2702 -5.7316 6.8489
H -2.7812 -5.0468 6.2270
H -1.0307 -4.9722 9.1558
H -1.7237 -3.4728 9.6382
H -2.6991 -4.8028 9.0493
H 0.0645 -2.6561 8.2347
H 0.5837 -3.8873 7.2401
H 0.9709 -1.7323 6.1303
H 0.0506 -2.9342 5.2503
H -0.8333 -0.3757 5.4398
H -0.8394 -0.5998 7.0886
H -2.9312 0.5050 5.8244
H -2.8199 0.0238 7.4636
H -4.3278 -0.4207 6.5515
H -2.1054 -2.6641 4.3847
H -3.3775 -1.4834 4.0980
H -3.8089 -2.8678 4.9265
H -3.8825 -2.3099 8.6906
C 0.7718 4.4630 -6.5891
C 0.3270 4.3456 -5.1372
C -0.2311 2.9294 -4.9230
C 1.6529 4.4910 -4.4287
C 1.4817 4.7460 -2.9485
C 0.8001 6.0896 -2.7150
C -0.5733 6.0895 -3.4342
C -1.6170 5.3291 -2.5545
C -0.8752 7.5922 -3.6044
N -0.4713 5.5865 -4.8179
O -1.7132 5.4938 -5.5113
H -0.1102 4.4884 -7.2289
H 1.3266 5.3675 -6.8387
H 1.4429 3.6709 -6.9213
H -0.8519 2.9499 -4.0273
H -0.8987 2.6685 -5.7443
H 0.6689 2.3160 -4.8821
H 2.4102 3.7520 -4.6906
H 2.0926 5.4448 -4.7206
H 1.0559 3.9285 -2.3667
H 2.4868 4.7774 -2.5278
H 1.5429 6.8358 -2.9971
H 0.5516 6.1878 -1.6582
H -1.1187 4.5267 -2.0104
H -2.4399 5.0140 -3.1960
H -2.1473 5.8984 -1.7910
H -1.9021 7.7149 -3.9488
H -0.1194 8.0632 -4.2328
H -0.7534 8.0641 -2.6294
H -1.6627 6.0915 -6.2608
C -3.5167 2.9202 3.8640
O -4.7592 2.3889 4.3416
C -5.3466 3.1515 5.5105
C -6.5545 2.3725 6.1513
N -7.6838 2.3863 5.2567
C -8.7652 1.4890 5.5838
C -9.9184 1.8862 4.6287
O -9.7180 1.3978 3.2942
C -10.9699 1.3680 2.6247
H -3.6649 3.9748 3.6320
H -3.3610 2.4276 2.9042
H -2.7180 2.7498 4.5859
H -5.5000 4.2116 5.3086
H -4.5819 3.1522 6.2872
H -6.7959 2.8059 7.1219
H -6.2577 1.3253 6.2105
H -7.3651 2.2253 4.3119
H -9.0844 1.7829 6.5837
H -8.4396 0.4491 5.5586
H -10.0984 2.9593 4.6931
H -10.8482 1.4873 5.0341
H -11.7075 0.7547 3.1424
H -10.8543 0.9968 1.6064
H -11.3854 2.3675 2.7525
C 2.6449 2.5373 -0.2255
O 3.4600 1.6247 0.4514
C 4.8494 1.8447 0.2591
C 5.5729 0.5481 -0.1686
N 5.1097 0.1548 -1.4551
C 5.7981 -1.0955 -1.7275
C 5.3100 -1.9256 -2.9494
O 5.9249 -3.1855 -3.0237
C 5.6965 -4.0692 -1.9165
H 2.4635 3.4070 0.4060
H 1.6343 2.1344 -0.2922
H 3.0108 2.7498 -1.2300
H 5.2858 2.2207 1.1844
H 5.0920 2.5849 -0.5034
H 5.4130 -0.2377 0.5696
H 6.6426 0.7419 -0.0893
H 4.1057 0.0545 -1.4104
H 5.9335 -1.7117 -0.8387
H 6.7945 -0.8068 -2.0621
H 5.5990 -1.3646 -3.8382
H 4.2218 -1.9680 -2.9934
H 5.8262 -5.1145 -2.1967
H 4.6752 -3.9456 -1.5562
H 6.3975 -4.0089 -1.0840
C -3.4379 0.1351 -3.1691
O -2.9781 -0.4166 -1.9609
C -2.9877 -1.8165 -1.7796
C -4.3954 -2.4157 -1.5301
N -4.8328 -1.8646 -0.2080
C -5.9869 -2.4930 0.4151
C -6.0881 -1.8862 1.8391
O -6.4611 -0.5624 1.7235
C -6.4925 0.1800 2.9658
H -2.7343 -0.0832 -3.9725
H -3.5832 1.2011 -2.9940
H -4.2984 -0.3796 -3.5967
H -2.2827 -2.1198 -1.0055
H -2.4729 -2.1938 -2.6632
H -4.3619 -3.5017 -1.4431
H -5.0453 -2.1592 -2.3667
H -4.8590 -0.8558 -0.1683
H -5.8121 -3.5610 0.5454
H -6.8641 -2.3625 -0.2185
H -5.0752 -1.7356 2.2126
H -6.7564 -2.4568 2.4839
H -6.9432 1.1674 2.8654
H -5.5806 0.1024 3.5578
H -7.1242 -0.4771 3.5634
C 4.3772 1.1452 -4.9343
O 3.5169 1.2376 -5.9659
C 4.1214 1.3392 -7.2325
C 4.5470 -0.0393 -7.8214
N 4.3183 -0.3020 -9.2316
C 5.1666 0.5086 -10.0388
C 4.9561 0.3361 -11.6196
O 3.6268 0.8184 -11.8527
C 3.2573 0.6230 -13.2134
H 5.0504 1.9903 -5.0782
H 5.0444 0.2835 -4.9130
H 3.8692 1.0994 -3.9710
H 4.9762 2.0093 -7.3237
H 3.4714 1.8307 -7.9564
H 4.0583 -0.8254 -7.2457
H 5.5964 -0.2714 -7.6394
H 3.3729 -0.3580 -9.5826
H 6.2236 0.3365 -9.8355
H 5.0437 1.5835 -9.9062
H 5.0553 -0.6964 -11.9546
H 5.6179 0.9206 -12.2587
H 3.9419 1.0088 -13.9687
H 2.3213 1.1188 -13.4707
H 3.1088 -0.4565 -13.2397
C 1.0363 -7.2164 -1.8258
O 0.9928 -7.2523 -3.2722
C 0.7850 -6.0085 -3.8947
C 0.5566 -6.1268 -5.4205
N 1.7573 -6.6911 -6.1439
C 2.9845 -5.9022 -6.3442
C 2.7936 -4.4869 -6.9912
O 2.0414 -3.5470 -6.1422
C 2.7993 -3.0148 -5.0899
H 0.1596 -6.6993 -1.4360
H 1.9830 -6.7246 -1.6017
H 1.0922 -8.1759 -1.3118
H 1.6795 -5.3856 -3.8990
H -0.0541 -5.4862 -3.4350
H 0.2345 -5.1858 -5.8665
H -0.3097 -6.7727 -5.5635
H 2.0829 -7.5022 -5.6378
H 3.7119 -6.5196 -6.8712
H 3.4191 -5.7174 -5.3618
H 2.1918 -4.6909 -7.8768
H 3.7100 -4.0019 -7.3277
H 3.0078 -3.6872 -4.2578
H 2.2016 -2.1662 -4.7570
H 3.7223 -2.5950 -5.4899
C -1.9408 -0.0890 1.9438
O -0.6813 -0.7693 1.9588
C 0.4021 0.0353 2.4155
C 1.7015 -0.7610 2.3372
N 2.2026 -1.0434 0.9635
C 1.4069 -1.8697 0.0521
C 2.0588 -1.9897 -1.3328
O 2.2929 -0.7023 -2.0006
C 1.1201 0.0083 -2.4404
H -2.7672 -0.6612 1.5222
H -2.0236 0.8893 1.4703
H -2.2874 0.0294 2.9704
H 0.1957 0.3516 3.4379
H 0.3246 0.9582 1.8407
H 1.5632 -1.7273 2.8222
H 2.3935 -0.0609 2.8052
H 2.5346 -0.1876 0.5420
H 0.4166 -1.4309 -0.0699
H 1.2817 -2.8814 0.4378
H 1.4558 -2.6615 -1.9437
H 3.0505 -2.4047 -1.1532
H 1.5021 0.8565 -3.0085
H 0.3335 0.2777 -1.7356
H 0.6184 -0.6071 -3.1872
C -0.7519 4.0357 0.9563
O -0.9687 5.0730 1.8730
C -1.7038 6.1886 1.2567
C -2.0960 7.2451 2.3310
N -0.9081 7.8641 2.9220
C -1.2724 8.6466 4.1106
C -1.9634 9.9641 3.8661
O -3.3540 9.9367 3.7193
C -3.9020 11.1797 3.3720
H -1.7111 3.6106 0.6608
H -0.0849 3.2971 1.4008
H -0.2042 4.3802 0.0791
H -2.5773 5.8491 0.7001
H -1.0766 6.6780 0.5116
H -2.6776 6.6960 3.0715
H -2.7705 8.0209 1.9689
H -0.2834 7.1451 3.2580
H -0.3187 8.8034 4.6146
H -1.8680 8.0353 4.7886
H -1.4763 10.3890 2.9885
H -1.7257 10.6025 4.7171
H -3.5571 11.8921 4.1215
H -4.9853 11.2960 3.4035
H -3.5023 11.4973 2.4089
```

Results
Structure (SMILES): CC1(C)CCCC(C)(C)N1O.CC1(C)CCCC(C)(C)N1O.CC1(C)CCCC(C)(C)N1O.COCCNCCOC.COCCNCCOC.COCCNCCOC.COCCNCCOC.COCCNCCOC.COCCNCCOC.COCCNCCOC
LUMO energy (eV): 0.59
Frontier orbital gap (eV): 8.64

Atom charges from the Mulliken analysis, given in e for atoms 1 to 4: -1.17, 1.85, -2.19, -1.34

DFT (ωB97M-V with the def2-TZVPD basis set) results for a molecular structure, C23H30BBrCrF2NO2SbTe.

Structure (XYZ):
```
63
Properties=species:S:1:pos:R:3
Cr 0.5562 0.6801 1.1312
C -4.9898 -2.3223 -2.5444
C -4.8588 -1.6835 -1.1676
Sb -2.7930 -1.6695 -0.5299
C -2.9327 -0.2448 1.0837
C -4.3302 0.2091 1.4816
C -2.1372 -0.2567 -2.0228
C -3.0748 0.9206 -2.2500
H -6.0301 -2.3859 -2.8747
H -4.5805 -3.3355 -2.5571
H -4.4452 -1.7486 -3.2985
H -5.4315 -2.2429 -0.4250
H -5.2505 -0.6658 -1.1716
H -2.3290 0.6170 0.7814
H -2.4185 -0.6786 1.9420
H -4.8413 0.7201 0.6628
H -4.2764 0.9062 2.3213
H -4.9634 -0.6269 1.7883
H -1.9556 -0.8037 -2.9513
H -1.1698 0.1144 -1.6747
H -4.0262 0.6077 -2.6859
H -2.6275 1.6581 -2.9210
H -3.2884 1.4399 -1.3143
Br 3.6058 -2.7273 -5.0066
C 2.3776 -2.9659 -3.5882
C 1.6146 -4.1229 -3.5316
C 0.7109 -4.3051 -2.4952
C 0.5661 -3.3333 -1.5178
C 1.3405 -2.1808 -1.5925
C 2.2549 -1.9829 -2.6232
C 1.1826 -1.1324 -0.5428
O 1.9455 -0.0792 -0.6209
O 0.3110 -1.2381 0.3410
H 1.7308 -4.8757 -4.2999
H 0.1138 -5.2060 -2.4540
H -0.1440 -3.4479 -0.7113
H 2.8462 -1.0795 -2.6597
C -2.5048 6.4744 4.6785
C -1.9335 5.6274 3.5744
C -2.7489 5.0610 2.6083
C -2.2324 4.2789 1.5785
C -3.1931 3.6626 0.6017
C -0.8529 4.0601 1.5044
Te -0.0229 2.8976 -0.0734
C -0.0135 4.6204 2.4771
C 1.4690 4.3795 2.4942
C -0.5702 5.3917 3.4910
H -3.5857 6.3470 4.7516
H -2.3074 7.5363 4.5103
H -2.0700 6.2108 5.6441
H -3.8223 5.2157 2.6622
H -4.2158 3.9714 0.8215
H -3.1424 2.5731 0.6527
H -2.9558 3.9350 -0.4287
H 1.6811 3.3491 2.7922
H 1.9551 5.0499 3.2039
H 1.9118 4.5180 1.5078
H 0.0883 5.8064 4.2485
F 3.6055 1.2971 0.4855
B 2.5610 0.4875 0.7545
F 2.8996 -0.6232 1.5236
N -0.6144 1.3908 4.0286
C -0.1945 1.1319 2.9800
```

Results
2S+1: 2
LUMO energy (alpha / beta) (eV): 1.87 / 1.87
Frontier orbital gap (alpha / beta) (eV): 6.41 / 6.45
Total charge: -1

Atom charges from the Mulliken analysis, given in e for atoms 1 to 4: 0.75, -1.22, -0.79, 0.60

DFT (ωB97M-V with the def2-TZVPD basis set) results for 2 unconnected molecules or ions with the total composition C4H13N2O in a non-equilibrium geometry.

Structure (XYZ):
```
20
Properties=species:S:1:pos:R:3
C 0.6533 -3.0008 1.1872
C -0.4005 -2.2113 0.4384
C -0.3408 -0.7771 1.0682
N -0.4054 0.8576 -1.2379
C -1.5082 0.8781 -0.5404
N -1.3785 0.1906 0.6308
H 1.7828 -2.4365 1.0279
H 0.5623 -4.0428 0.6483
H 0.4061 -3.1680 2.2506
H 0.0451 -2.1591 -0.5934
H -1.4372 -2.7880 0.3579
H -0.4083 -1.0431 2.2084
H 0.5718 -0.1542 0.7445
H -0.1105 1.7337 -1.6664
H 0.1453 -0.0330 -1.1403
H -2.4101 1.4244 -0.6338
H -2.0840 0.7878 1.2499
H 1.9836 4.4737 -2.1104
H 2.5884 6.0367 -1.8341
O 1.7448 5.4314 -2.0554
```

Results
2S+1: 2
LUMO energy (alpha / beta) (eV): 0.71 / 0.65
Frontier orbital gap (alpha / beta) (eV): 5.22 / 9.04

Atom charges from the Mulliken analysis, given in e for atoms 1 to 4: -1.02, -0.05, -1.03, -0.41

DFT (ωB97M-V with the def2-TZVPD basis set) results for a molecular structure, C31H35AsAuN6O3S in a non-equilibrium geometry.

Structure (XYZ):
```
78
Properties=species:S:1:pos:R:3
Au 2.0536 -0.1788 -0.1695
N 4.9598 -2.2991 2.5839
C 3.7187 -2.3967 2.0860
N 3.3056 -1.2023 1.7364
C 4.3664 -0.3923 2.0266
N 5.3865 -1.0336 2.5513
C 4.3923 1.0404 1.7265
C 5.3753 1.8904 2.2359
N 5.4369 3.1636 1.8796
C 4.5280 3.6161 1.0237
C 3.5190 2.7930 0.5411
N 3.4571 1.5189 0.9038
H 5.5656 -3.0204 2.9389
H 3.1636 -3.3166 2.0039
H 6.1179 1.5319 2.9378
H 4.6121 4.6520 0.7208
H 2.7621 3.1392 -0.1512
C -3.7789 3.3777 -4.3884
C -2.9381 2.4376 -3.5727
C -2.9482 1.0680 -3.7987
C -2.1935 0.2023 -3.0213
C -2.1870 -1.2739 -3.3250
C -1.4337 0.7303 -1.9654
As -0.5522 -0.6588 -0.8981
N 0.2026 0.1102 0.5645
C -0.2202 0.4921 1.7797
C -1.5985 0.7455 2.0135
C -2.0265 1.2106 3.2317
C -1.1087 1.4311 4.2602
C 0.2485 1.1792 4.0540
C 0.6943 0.7150 2.8405
C -1.9080 -1.8241 0.0046
C -1.3716 -3.0267 0.5148
C 0.0774 -3.4222 0.3480
C -2.2080 -3.9080 1.1844
C -3.5597 -3.6445 1.3625
C -4.4527 -4.6097 2.0887
C -4.0666 -2.4670 0.8377
C -3.2747 -1.5508 0.1534
C -3.9725 -0.3365 -0.4061
C -1.3108 2.1156 -1.7910
C -0.3316 2.7458 -0.8375
C -2.0945 2.9393 -2.5878
H -4.3628 2.8487 -5.1388
H -3.1500 4.1120 -4.8935
H -4.4647 3.9260 -3.7406
H -3.5481 0.6636 -4.6058
H -2.8284 -1.5012 -4.1732
H -2.5341 -1.8657 -2.4731
H -1.1724 -1.6000 -3.5681
H -2.2944 0.5878 1.2028
H -3.0768 1.4139 3.3914
H -1.4520 1.7974 5.2182
H 0.9536 1.3496 4.8568
H 1.7357 0.5012 2.6690
H 0.3461 -3.4763 -0.7081
H 0.2552 -4.3989 0.7962
H 0.7460 -2.7080 0.8293
H -1.7963 -4.8320 1.5743
H -3.8867 -5.4590 2.4665
H -5.2295 -4.9861 1.4216
H -4.9499 -4.1198 2.9266
H -5.1226 -2.2468 0.9556
H -4.7733 -0.0213 0.2633
H -4.4291 -0.5781 -1.3685
H -3.3066 0.5056 -0.5674
H 0.6459 2.2699 -0.9384
H -0.6569 2.6635 0.1992
H -0.2234 3.8058 -1.0618
H -2.0307 4.0139 -2.4540
C 5.3502 0.8011 -2.4744
S 3.7618 -0.0077 -2.4201
O 2.7412 1.0302 -2.1634
O 3.5803 -0.7649 -3.6178
O 3.8190 -0.8527 -1.1665
H 5.2658 1.6778 -3.1110
H 6.0610 0.0918 -2.8906
H 5.6202 1.0746 -1.4570
```

Results
2S+1: 3
LUMO energy (alpha / beta) (eV): -2.76 / -5.24
Frontier orbital gap (alpha / beta) (eV): 7.86 / 5.66
Total charge: +1

Atom charges from the Mulliken analysis, given in e for atoms 1 to 4: 1.67, 0.09, -0.39, 0.07

Here are the calculated calculated total energy numbers, same order: -551.283510; -4552.174130; -5451.136962; -344.767824; -4525.923225 (hartree).